Record 1
ORCA calculation (ωB97M-V/def2-TZVPD) on a cluster of 2 separate species, C4H5N3 in total in a non-equilibrium geometry.

Properties
Energy relative to the best compared isomer or geometry (same formula, charge and spin)   510.5 kJ/mol
Net charge   0
Gap between HOMO and LUMO (spin up / spin down)   8.63 / 8.63 eV

Structure (XYZ):
```
12
Properties=species:S:1:pos:R:3:forces:R:3
N -0.1052 2.9411 -1.1024 0.79 -0.64 -0.17
N -1.3436 0.2506 0.5976 -0.49 0.71 -0.16
N 1.3629 -1.8820 -0.0378 0.09 0.00 -0.03
C 0.6735 -0.7445 -0.0626 -0.15 -0.35 0.16
C -2.0200 1.2053 0.4525 0.51 -0.67 0.17
C -0.5882 -0.8329 0.5865 0.17 -0.04 -0.07
C 0.6693 2.0898 -1.1979 -0.71 0.73 0.12
H 2.2779 -1.9158 -0.4598 -0.17 -0.04 0.07
H 1.0416 -2.7538 0.3796 0.00 0.13 0.00
H -2.2261 2.1508 0.9258 0.02 -0.11 -0.05
H -1.0188 -1.7013 1.0930 0.10 0.12 -0.07
H 1.2766 1.1926 -1.1746 -0.18 0.16 0.04
```
Forces are in eV/Å.

***

Record 2
ORCA calculation (ωB97M-V/def2-TZVPD) on the ion C24H26F4N with charge +1 in a non-equilibrium geometry.

Properties
Energy relative to the best compared isomer or geometry (same formula, charge and spin)   102.7 kJ/mol
Structure (SMILES)   Fc1cc(F)cc(C(c2cc(F)cc(F)c2)[C@H]2CCCCC2=[N+]2CCCCC2)c1
Net charge   +1
Gap between HOMO and LUMO   7.80 eV

Structure (XYZ):
```
55
Properties=species:S:1:pos:R:3:forces:R:3
F 0.4542 -2.8676 2.6271 -0.66 1.70 0.63
F -0.0850 0.9424 5.4541 -0.66 -0.81 -1.27
F -3.2163 2.1015 -3.0559 0.42 -1.88 1.31
F -3.0042 -2.6790 -2.2259 -0.24 2.39 0.79
N -5.6944 2.4139 2.8530 1.12 -1.17 2.44
C -4.7461 3.0340 1.9401 0.68 1.30 -0.76
C -0.1904 -1.6930 2.9856 -0.59 -0.96 -0.77
C -5.6338 -1.6677 3.7272 -0.37 0.58 0.14
C -3.0595 -0.2887 -2.6738 -0.12 -0.41 0.03
C -4.3946 -1.1633 3.0066 -0.16 1.10 -1.43
C -5.0779 4.4417 1.4384 -0.43 -0.04 0.05
C -4.3104 0.3807 2.4814 -5.56 -3.03 2.14
C 0.1963 -0.9944 4.1152 0.30 -0.19 -0.18
C -6.9240 4.6453 3.0897 -0.18 -0.36 -0.28
C -1.9613 -0.1203 2.4772 1.08 -0.13 1.16
C -3.0811 -1.1226 -0.3638 0.97 -0.70 -0.44
C -0.5161 0.1785 4.3861 -0.25 0.08 0.91
C -6.2924 0.7342 4.4254 0.45 -2.11 0.64
C -1.2671 -1.2970 2.1581 0.85 1.05 -0.07
C -5.6797 5.3130 2.5216 -0.26 0.07 0.09
C -6.0206 -0.7315 4.8949 0.15 0.17 -0.06
C -1.6599 0.5615 3.6724 1.76 0.23 -0.08
C -3.0958 0.5316 1.7146 5.87 1.06 -1.82
C -6.6435 3.2406 3.6265 -0.82 0.52 0.42
C -5.3255 1.2512 3.4300 0.49 1.67 -4.64
C -3.0087 1.2872 -0.8004 0.95 -0.79 -0.07
C -3.0720 1.0192 -2.1831 -0.33 0.66 0.34
C -2.8946 0.1941 0.1121 -3.43 0.45 0.82
C -3.0512 -1.3622 -1.7568 0.11 -0.02 0.03
H -1.3674 -1.7294 1.1651 0.05 -0.26 0.60
H -2.8470 1.5864 1.7647 0.39 -0.03 -0.41
H -6.2543 1.3833 5.3182 -0.35 -0.10 -0.42
H -6.4820 -1.7198 3.0097 0.37 -0.17 0.49
H -4.9578 5.4615 3.3299 0.07 0.13 -0.04
H -7.6046 2.7028 3.7233 0.53 0.21 -0.14
H -7.3096 0.7245 3.9543 0.82 0.44 0.41
H -5.7645 4.3612 0.5840 0.07 0.13 0.19
H -4.1455 4.8776 1.0667 -0.13 -0.12 -0.03
H -2.0938 1.5483 3.8743 0.01 -0.49 0.15
H -5.9524 6.2876 2.1121 0.15 -0.02 0.12
H -5.2260 -0.7172 5.6675 -0.39 -0.13 -0.38
H -5.4098 -2.6791 4.1264 -0.35 0.56 -0.36
H -6.2357 3.3272 4.6484 -0.09 0.00 -0.36
H -7.3296 5.2148 3.9323 0.01 -0.05 -0.19
H -3.0763 -0.4709 -3.7489 0.01 0.01 0.32
H -6.9546 -1.0863 5.3565 0.44 0.09 0.04
H -3.0572 -2.0049 0.3162 -0.30 0.87 -0.74
H -3.4887 -1.5560 3.4730 -0.15 0.71 0.16
H 1.0502 -1.3495 4.7103 -0.53 0.41 -0.24
H -4.8909 0.4461 1.5338 -1.43 -0.40 0.86
H -3.7718 3.1038 2.4536 -0.43 -0.20 -0.22
H -7.7185 4.5772 2.3298 0.29 0.14 0.11
H -4.3701 -1.5143 1.9884 -0.03 -1.38 -0.18
H -2.8766 2.3144 -0.4501 -0.27 -0.31 -0.20
H -4.6599 2.4661 1.0130 0.09 -0.52 0.37
```
Forces are in eV/Å.

***

Record 3
ORCA calculation (ωB97M-V/def2-TZVPD) on a cluster of 2 separate species, C9H11N4O4S2 in total in a non-equilibrium geometry.

Properties
Energy relative to the best compared isomer or geometry (same formula, charge and spin)   0.0 kJ/mol
Net charge   -1
Gap between HOMO and LUMO   4.62 eV

Structure (XYZ):
```
30
Properties=species:S:1:pos:R:3:forces:R:3
S 0.3058 0.0217 1.3357 -0.05 -0.87 -0.02
S -0.7618 2.7032 1.8766 0.49 1.13 0.25
O 1.6288 -3.0871 -2.2594 -0.06 0.46 0.46
O 5.7238 0.7573 -2.4453 -1.25 0.42 1.25
O 4.9174 2.0981 -0.7133 -0.35 -1.00 -0.63
O -2.1763 0.5097 1.8042 -0.46 0.21 -0.05
N 5.3821 -0.3895 -3.1101 -2.68 -0.62 1.63
N 3.4731 -1.8640 -2.7786 -1.64 -1.39 0.11
N 1.9228 -1.1972 -1.0492 0.27 2.11 1.18
N 4.7038 1.1116 -1.3878 0.63 -0.61 -1.12
C 3.7568 0.1409 -1.4947 2.29 0.57 -0.99
C -4.4254 0.2814 2.4456 0.13 -0.20 0.19
C 4.1931 -0.7892 -2.5268 1.91 2.19 0.24
C -0.9401 1.0717 1.6591 -0.59 0.18 0.47
C -3.3356 1.3222 2.1619 0.03 -0.62 0.40
C 2.5865 -0.0814 -0.7611 -0.14 -1.22 -0.73
C 0.4593 -3.2309 -1.3950 0.08 -0.12 -0.20
C 2.3734 -2.0029 -2.0179 1.50 -0.36 -1.41
C -3.7634 2.2949 1.0914 0.01 0.57 -0.42
H -4.4843 -0.4634 1.6395 0.02 0.30 0.09
H -3.0532 3.1312 1.0430 -0.34 -0.36 -0.11
H 0.7628 -3.3356 -0.3450 -0.11 0.09 -0.36
H 2.2638 0.6315 -0.0058 -0.46 -0.38 0.12
H -5.4106 0.7443 2.5764 0.20 0.05 -0.09
H -3.8083 1.8143 0.1046 -0.04 0.01 0.21
H -3.1134 1.8778 3.0930 0.09 -0.21 -0.44
H -4.1953 -0.2605 3.3686 0.03 0.00 -0.13
H -0.0172 -4.1442 -1.7570 0.06 0.16 0.08
H -0.2127 -2.3674 -1.4910 0.28 -0.30 0.07
H -4.7558 2.7015 1.3384 0.15 -0.19 -0.06
```
Forces are in eV/Å.

***

Record 4
ORCA calculation (ωB97M-V/def2-TZVPD) on a structure of composition C9H5ClNO7Zn in a non-equilibrium geometry.

Properties
Net charge   -1
Gap between HOMO and LUMO   8.81 eV

Structure (XYZ):
```
24
Properties=species:S:1:pos:R:3:forces:R:3
Zn 1.0887 1.1383 -0.0231 -0.15 0.15 -0.20
Cl 1.7605 0.1611 2.1492 -0.62 -0.29 0.86
O -0.3507 2.5081 0.4918 0.48 0.22 0.01
O 1.1414 -2.6803 -1.5832 -0.16 -0.60 -0.23
O 1.8107 -0.6790 -0.8608 0.37 0.43 -0.03
O -2.5552 2.7769 0.7060 -0.58 0.03 0.04
O 4.7704 2.0774 0.9858 0.50 0.11 0.00
O 2.7382 2.0602 0.0948 -0.22 0.43 -0.44
O -4.0025 -2.0113 -0.9460 -0.27 -0.15 -0.01
N -0.5804 0.1295 -0.4294 -0.30 -0.11 -0.12
C -1.7285 0.7008 -0.1194 -0.24 0.18 0.09
C 3.6745 1.5866 0.8069 0.27 -0.58 0.66
C -1.5574 2.1404 0.4125 -0.15 -0.22 -0.05
C -2.9217 0.0208 -0.2681 0.12 0.03 -0.03
C -1.6451 -1.8672 -1.0734 -0.14 0.06 0.00
C -0.5054 -1.1067 -0.8887 0.11 -0.34 -0.13
C 0.9524 -1.5566 -1.1516 -0.39 -0.08 0.06
C 3.4007 0.2209 1.5112 0.94 0.38 -0.53
C -2.8777 -1.2861 -0.7607 0.48 0.42 0.11
H -1.5825 -2.8762 -1.4491 0.06 -0.06 -0.03
H -4.7697 -1.4840 -0.6868 0.16 -0.06 -0.04
H 4.1086 0.0699 2.3238 -0.17 0.07 -0.07
H 3.4730 -0.5653 0.7606 0.00 -0.03 0.09
H -3.8423 0.5216 -0.0022 -0.10 0.00 0.00
```
Forces are in eV/Å.